(1)
C17H26GeMoN4O4Se | ωB97M-V/def2-TZVPD

* spin multiplicity: 3
* E_HOMO (alpha / beta): 0.66 / -1.53 eV
* energy relative to the best compared isomer or geometry (same formula, charge and spin): 9.6 kcal per mole
* net charge: -2

Cartesian coordinates (Å):
Mo (0.59, -0.55, 0.52)
N (1.05, -0.80, 2.81)
C (2.39, -0.99, 3.38)
C (3.03, 0.31, 3.86)
C (3.14, 1.41, 2.79)
N (1.93, 2.22, 2.68)
H (0.46, -0.21, 3.39)
H (0.59, -1.71, 2.73)
H (3.01, -1.46, 2.62)
H (2.33, -1.68, 4.23)
H (4.02, 0.05, 4.24)
H (2.46, 0.71, 4.71)
H (3.32, 0.94, 1.82)
H (4.01, 2.03, 3.01)
H (1.68, 2.30, 1.71)
H (2.01, 3.12, 3.13)
O (4.41, -0.04, -0.88)
C (3.22, -0.32, -0.74)
O (2.67, -0.59, 0.41)
C (2.28, -0.36, -1.89)
C (2.74, -0.08, -3.17)
C (1.88, -0.13, -4.24)
C (0.52, -0.50, -4.01)
C (-0.42, -0.62, -5.05)
C (-1.73, -1.00, -4.81)
C (-2.13, -1.26, -3.51)
C (-1.24, -1.14, -2.46)
C (0.10, -0.75, -2.67)
N (0.96, -0.64, -1.62)
H (3.79, 0.16, -3.27)
H (2.21, 0.09, -5.25)
H (-0.08, -0.42, -6.07)
H (-2.44, -1.08, -5.64)
H (-3.16, -1.56, -3.30)
H (-1.54, -1.37, -1.45)
O (-0.12, 2.44, -1.14)
N (0.82, 2.64, -0.40)
O (1.32, 1.63, 0.19)
Se (-0.08, -2.83, 0.62)
C (-3.51, -1.82, 0.77)
Ge (-2.92, 0.05, 0.82)
C (-3.69, 1.02, -0.73)
C (-3.79, 0.84, 2.43)
C (-1.02, 0.42, 0.88)
H (-4.60, -1.85, 0.79)
H (-3.11, -2.37, 1.62)
H (-3.15, -2.34, -0.13)
H (-4.77, 0.85, -0.81)
H (-3.20, 0.69, -1.65)
H (-3.50, 2.09, -0.61)
H (-4.88, 0.78, 2.37)
H (-3.51, 1.90, 2.52)
H (-3.47, 0.32, 3.34)
H (-0.87, 1.47, 1.12)

=====

(2)
C26H49NO6 | ωB97M-V/def2-TZVPD

* SMILES string: C#C[C@@]1(CC(=O)O)OC(=O)O[C@@]1(CCCCN)OCCC.CCCCCC.CCCCCC
* spin multiplicity: 1
* E_HOMO: -9.87 eV
* energy relative to the best compared isomer or geometry (same formula, charge and spin): 126.6 kcal per mole

Cartesian coordinates (Å):
C (2.53, 1.69, 1.69)
C (2.12, 1.52, 0.45)
C (1.26, 1.29, -0.89)
C (-0.33, 1.19, -0.70)
C (-0.69, 2.07, 0.64)
O (-0.98, 1.44, 1.72)
O (-0.72, 3.50, 0.68)
O (1.37, 2.63, -1.53)
C (1.23, 2.41, -2.97)
O (1.22, 3.32, -3.87)
O (1.08, 0.96, -3.16)
C (2.01, 0.49, -2.10)
C (2.08, -1.10, -2.12)
C (0.92, -1.87, -1.27)
C (1.11, -1.81, 0.33)
C (2.62, -2.01, 0.86)
N (2.73, -2.41, 2.30)
O (3.15, 1.34, -2.35)
C (4.42, 0.66, -2.38)
C (5.71, 1.61, -2.51)
C (7.01, 0.62, -2.56)
H (2.83, 1.66, 2.81)
H (-0.97, 1.65, -1.54)
H (-0.75, 0.14, -0.48)
H (0.17, 3.88, 0.91)
H (3.07, -1.59, -1.81)
H (1.90, -1.43, -3.22)
H (1.03, -3.00, -1.56)
H (-0.15, -1.58, -1.62)
H (0.63, -0.87, 0.83)
H (0.50, -2.71, 0.76)
H (3.20, -1.01, 0.70)
H (3.17, -2.80, 0.20)
H (2.67, -1.53, 2.85)
H (3.74, -2.69, 2.41)
H (4.52, 0.03, -1.40)
H (4.43, -0.12, -3.25)
H (5.78, 2.38, -1.66)
H (5.67, 2.15, -3.54)
H (6.83, -0.25, -1.82)
H (7.99, 1.20, -2.35)
H (7.10, 0.13, -3.62)
C (-1.99, -1.88, -4.82)
C (-3.07, -2.44, -3.89)
C (-2.62, -3.69, -3.14)
C (-2.29, -4.90, -4.03)
C (-3.42, -5.36, -4.95)
C (-4.65, -5.84, -4.20)
H (-1.73, -2.59, -5.60)
H (-2.35, -0.97, -5.30)
H (-1.09, -1.63, -4.25)
H (-3.98, -2.63, -4.47)
H (-3.33, -1.67, -3.16)
H (-3.41, -3.97, -2.43)
H (-1.74, -3.45, -2.54)
H (-1.99, -5.73, -3.38)
H (-1.41, -4.67, -4.64)
H (-3.04, -6.19, -5.57)
H (-3.70, -4.57, -5.65)
H (-4.40, -6.67, -3.53)
H (-5.41, -6.19, -4.90)
H (-5.10, -5.04, -3.60)
C (-1.68, 4.57, 8.13)
C (-2.84, 4.16, 7.24)
C (-2.73, 2.73, 6.72)
C (-1.52, 2.45, 5.83)
C (-1.41, 3.34, 4.59)
C (-2.57, 3.17, 3.62)
H (-0.73, 4.55, 7.59)
H (-1.82, 5.59, 8.50)
H (-1.60, 3.91, 9.00)
H (-2.93, 4.87, 6.41)
H (-3.77, 4.25, 7.82)
H (-3.65, 2.48, 6.18)
H (-2.70, 2.04, 7.58)
H (-1.55, 1.40, 5.52)
H (-0.60, 2.56, 6.42)
H (-0.48, 3.08, 4.06)
H (-1.32, 4.39, 4.87)
H (-2.65, 2.13, 3.29)
H (-2.42, 3.79, 2.74)
H (-3.52, 3.45, 4.08)

=====

(3)
CH4BrCdN2O | ωB97M-V/def2-TZVPD

* spin multiplicity: 1
* E_HOMO: -12.21 eV
* net charge: +1

Cartesian coordinates (Å):
Cd (2.41, -4.05, 1.70)
Br (0.54, -2.73, 2.67)
C (-0.69, 1.05, -0.20)
O (-1.51, 1.43, 0.61)
N (0.25, 0.09, 0.13)
N (-0.63, 1.53, -1.48)
H (0.08, -0.39, 0.99)
H (0.74, -0.41, -0.59)
H (0.13, 1.30, -2.10)
H (-1.34, 2.19, -1.72)

=====

Question: Which of these has the highest spin multiplicity?
Answer: C17H26GeMoN4O4Se

=====

Question: Which value of spin multiplicity does entry 1 give?
Answer: 3

=====

Question: What is the spin multiplicity in the third record?
Answer: 1

=====

Question: Which value of spin multiplicity does entry 2 give?
Answer: 1